{
  "formula": "C5H15N3",
  "method": "wB97M-V/def2-TZVPD",
  "species": ["N", "N", "N", "C", "C", "C", "C", "C", "H", "H", "H", "H", "H", "H", "H", "H", "H", "H", "H", "H", "H", "H", "H"],
  "xyz": [[1.536087, -0.091795, 2.012952], [1.739980, -0.176769, -2.265210], [1.135634, -0.902173, -1.209013], [0.895314, 0.682843, 0.980613], [-0.313800, -0.707141, -1.071106], [-0.756992, 0.092503, 0.129887], [-1.470039, 1.381480, -0.222438], [-1.535283, -0.752712, 1.111095], [1.642971, 1.253939, 0.422131], [2.585175, -0.655743, -2.563154], [0.436712, 1.530948, 1.497647], [1.158799, -0.043736, -3.087325], [-0.742505, -0.285685, -1.988799], [0.866384, -0.547839, 2.620598], [-2.512864, 1.201380, -0.495716], [-1.133634, -1.761693, 1.212194], [-0.969157, 1.883435, -1.049220], [-2.589665, -0.841592, 0.847370], [-0.690757, -1.736936, -1.040941], [2.157050, -0.796023, 1.631792], [1.524894, -0.467305, -0.225524], [-1.486320, 2.059465, 0.636736], [-1.477983, -0.318851, 2.115431]],
  "forces_ev_per_angstrom": [[0.0, -0.4, -0.5], [0.9, 1.3, -0.4], [0.9, 0.2, 3.1], [-3.0, 1.2, 1.0], [0.3, -0.9, -1.0], [2.9, 0.8, 1.0], [0.1, 0.1, 0.3], [0.5, 0.1, 0.8], [-0.1, -0.7, -0.8], [-0.4, -0.2, 0.0], [-0.4, -0.1, 0.2], [-0.2, -0.3, 0.4], [0.2, 0.1, 0.0], [0.1, 0.0, 0.0], [0.0, -0.1, -0.1], [0.1, 0.0, -0.2], [0.0, 0.1, 0.0], [0.0, 0.1, -0.1], [-0.4, 0.2, 0.2], [-0.1, -0.1, 0.2], [-1.1, -1.4, -3.9], [0.0, 0.0, -0.1], [-0.2, 0.1, 0.0]],
  "relative_energy_ev": 3.895
}

{
  "formula": "C5H15N3",
  "method": "wB97M-V/def2-TZVPD",
  "species": ["N", "N", "N", "C", "C", "C", "C", "C", "H", "H", "H", "H", "H", "H", "H", "H", "H", "H", "H", "H", "H", "H", "H"],
  "xyz": [[-0.608097, -3.019767, -1.490303], [0.070766, 3.303868, 0.911022], [0.106647, 0.400685, -0.278526], [1.218197, 2.465314, 0.427715], [-0.836760, -1.530519, 1.108320], [0.006108, -1.065835, -0.094431], [-0.655416, -1.543126, -1.404317], [0.883578, 1.009943, 0.830319], [0.270436, -3.433769, -1.219035], [-0.802512, 0.831366, -0.374715], [-0.292983, -1.110777, -2.342423], [-0.211467, -1.599648, 2.004438], [-0.916445, -3.321116, -2.401066], [1.329369, 2.487764, -0.667362], [0.182142, 4.270967, 0.616324], [1.677818, 0.388297, 1.202318], [0.207368, 1.170993, 1.668795], [2.120303, 2.832864, 0.931642], [-0.719579, 2.975097, 0.364677], [1.034974, -1.423304, 0.083970], [-1.765331, -1.392537, -1.267597], [-1.204782, -2.519354, 0.831912], [-1.700614, -0.891145, 1.309495]],
  "forces_ev_per_angstrom": [[-0.3, 0.2, 0.3], [0.4, -0.3, -0.8], [1.8, -0.9, 0.9], [-0.1, -0.1, 0.6], [0.4, -0.2, -0.3], [-1.0, 1.3, -0.9], [-0.9, -1.9, 0.7], [-1.9, 1.6, -0.5], [0.2, 0.1, -0.4], [-0.2, -0.1, 0.2], [0.1, 0.5, 0.5], [-0.3, 0.0, 0.0], [0.2, -0.3, 0.0], [0.2, 0.1, 0.3], [0.2, -0.1, 0.0], [0.6, -0.3, -0.5], [0.1, -0.3, 0.6], [-0.1, -0.1, -0.2], [-0.3, 0.2, 0.2], [-0.3, -0.1, -0.6], [1.0, 0.7, -0.4], [0.0, -0.1, 0.4], [0.1, 0.1, -0.1]],
  "smiles": "C[C@@H](CN)NCCN",
  "relative_energy_ev": 1.470
}

{
  "formula": "C5H15N3",
  "method": "wB97M-V/def2-TZVPD",
  "species": ["N", "N", "N", "C", "C", "C", "C", "C", "H", "H", "H", "H", "H", "H", "H", "H", "H", "H", "H", "H", "H", "H", "H"],
  "xyz": [[-0.107371, -1.874684, -0.153252], [2.892312, -1.398833, 0.714296], [-0.295690, -0.400983, -1.960427], [-0.085995, 0.471569, 0.306416], [-2.580585, 0.450561, 0.757252], [-0.177839, -0.701165, -0.637172], [1.125728, 1.330800, -0.050281], [-1.384582, 1.285088, 0.314455], [-0.375883, 0.548722, -2.272964], [-0.152922, -2.616469, -0.847366], [0.060843, 0.043927, 1.301225], [-1.256789, 2.116845, 1.005456], [-1.578268, 1.714943, -0.662853], [0.977134, 1.847748, -0.989531], [2.006895, 0.691762, -0.132485], [1.299392, 2.065753, 0.730581], [-2.747646, -0.362159, 0.067914], [-2.409170, 0.031720, 1.739882], [3.280230, -1.359942, 1.648953], [1.940886, -1.741753, 0.788805], [-0.357176, -1.131431, -2.649389], [-3.488557, 1.064547, 0.788272], [3.415054, -2.076566, 0.192213]],
  "forces_ev_per_angstrom": [[0.0, -0.5, 0.5], [-0.1, 0.3, 0.3], [-0.1, 0.1, -0.3], [0.0, 0.3, -0.2], [-0.2, 0.6, -0.2], [0.1, -0.1, 0.1], [0.1, -0.4, 0.2], [0.0, -0.3, 0.5], [0.0, 0.0, 0.0], [-0.1, 0.1, -0.2], [0.0, 0.0, -0.1], [0.1, 0.2, 0.0], [0.0, 0.1, -0.3], [0.0, 0.3, -0.3], [0.0, 0.2, 0.0], [0.0, 0.2, 0.0], [-0.1, -0.4, -0.2], [0.0, -0.1, 0.3], [0.1, 0.0, 0.0], [-0.2, 0.0, -0.1], [0.0, 0.1, 0.1], [0.1, -0.1, 0.0], [0.3, -0.3, -0.2]],
  "smiles": "[H]/N=C(\\N)[C@@H](C)CC.N",
  "relative_energy_ev": 0.000
}

{
  "formula": "C5H15N3",
  "method": "wB97M-V/def2-TZVPD",
  "species": ["N", "N", "N", "C", "C", "C", "C", "C", "H", "H", "H", "H", "H", "H", "H", "H", "H", "H", "H", "H", "H", "H", "H"],
  "xyz": [[-1.690886, 2.436630, 1.175122], [-1.984017, -0.526667, 0.815647], [2.312406, -0.138341, -1.305667], [1.363931, -0.746430, -0.293738], [-0.845301, 1.528336, 0.380663], [1.681763, -2.239672, -0.207156], [-1.039297, 0.201656, 0.190543], [-0.132771, -0.558147, -0.744437], [-2.334690, 2.135422, 1.903400], [2.105409, -0.363597, -2.271616], [-1.068902, 3.109029, 1.607859], [2.379192, 0.871492, -1.284007], [1.564422, -0.206527, 0.629912], [-0.499955, -1.579099, -0.818856], [-0.005054, 2.010214, -0.089114], [-2.078488, -1.532514, 0.697526], [2.725728, -2.505945, -0.048479], [-2.644143, -0.142889, 1.476876], [3.237379, -0.515359, -1.094949], [1.171104, -2.706909, 0.636009], [-2.222448, 3.007182, 0.515054], [1.312011, -2.693717, -1.124894], [-0.197911, -0.186186, -1.768383]],
  "forces_ev_per_angstrom": [[0.4, 0.9, -0.8], [-0.5, -0.7, 0.1], [0.4, -0.1, 0.2], [-0.8, -0.1, 0.0], [0.3, -1.2, -0.3], [-0.1, 0.1, 0.1], [-0.2, 0.7, 0.7], [0.8, -0.6, 0.1], [0.1, -0.7, 0.0], [-0.2, -0.5, -0.4], [0.2, 0.3, 0.5], [0.0, 0.5, 0.3], [0.0, -0.1, 0.1], [-0.3, 0.0, 0.0], [-0.2, 0.4, 0.0], [0.2, 0.5, -0.2], [0.2, 0.3, -0.2], [0.2, 0.0, -0.2], [0.3, 0.1, -0.2], [-0.3, 0.2, -0.1], [-0.5, 0.0, 0.0], [0.2, -0.3, 0.0], [0.0, 0.3, 0.1]],
  "smiles": "C[C@@H]([NH3+])C/C(N)=C/[NH3+]",
  "charge": 2,
  "relative_energy_ev": 1.516
}

{
  "formula": "C5H15N3O",
  "method": "wB97M-V/def2-TZVPD",
  "species": ["O", "N", "N", "N", "C", "C", "C", "C", "C", "H", "H", "H", "H", "H", "H", "H", "H", "H", "H", "H", "H", "H", "H", "H"],
  "xyz": [[1.374754, -0.599455, -0.907731], [-0.040901, -0.426040, -1.147116], [-1.220106, -1.886597, 0.673059], [1.709433, 1.457652, -1.810194], [3.598211, 0.111528, -0.861907], [-2.141248, -1.136084, 1.170558], [2.173401, 0.418504, -1.245726], [-0.597175, 1.165112, 1.318503], [-3.169137, -0.542715, 0.273021], [-0.111091, 0.423609, -1.708968], [-4.052277, -1.187287, 0.260344], [-0.589925, -2.333229, 1.329141], [0.075836, 0.569888, 1.923312], [-0.076906, 2.086553, 1.054726], [3.636173, -0.290870, 0.149446], [4.005882, -0.640178, -1.537855], [2.413419, 2.169251, -1.965565], [-3.466911, 0.438741, 0.637456], [-0.581616, -1.325783, -0.334966], [4.216225, 1.006114, -0.907390], [-2.792298, -0.449565, -0.742233], [-0.569143, 0.625130, 0.228021], [-2.324952, -1.096249, 2.246608], [-1.469647, 1.441972, 1.905457]],
  "forces_ev_per_angstrom": [[0.1, 0.1, 0.1], [0.4, -1.7, 0.3], [0.0, 0.8, 0.4], [-0.2, 0.1, 0.1], [-0.1, 0.0, 0.0], [-0.1, -1.6, -0.4], [-0.2, -0.1, 0.2], [1.0, -0.2, -2.1], [0.2, 0.5, 0.1], [-0.4, -0.3, 0.2], [0.1, 0.0, 0.1], [-0.1, 0.1, 0.3], [0.2, -0.1, 0.3], [0.1, 0.2, 0.3], [0.0, 0.0, 0.0], [0.0, 0.0, 0.0], [0.1, -0.2, 0.0], [-0.1, 0.0, 0.0], [0.0, 1.6, -1.7], [0.0, 0.0, -0.1], [0.0, -0.1, -0.1], [-0.9, 1.0, 2.5], [0.2, 0.1, -0.1], [-0.4, -0.3, -0.4]],
  "relative_energy_ev": 4.965
}

It is found that the electronic energy values, taken in the order of the records, are -9895.256 -9897.682 -9899.151 -9882.044 -11941.785 eV.